Record 1
The following is a DFT calculation (the ωB97M-V functional and the def2-TZVPD basis) of a molecular structure, C39H31Cl2N6O4PSSe2W in a non-equilibrium geometry.

Structure (XYZ):
```
87
Properties=species:S:1:pos:R:3:forces:R:3:mulliken_spin:R:1
W -0.22384 -2.03228 -0.36784 0.448 2.209 -3.861 0.12
Se -2.41879 -3.60037 -0.58430 -0.447 0.478 -0.460 0.13
Se -1.51645 -0.19528 -1.62117 -1.518 -0.274 -0.944 0.00
Cl 3.52902 2.21962 1.05897 0.225 0.007 0.281 0.00
Cl 2.13382 -0.33414 5.59509 -0.043 -0.056 0.122 0.00
S -0.08796 -3.15068 -2.83636 0.478 0.233 1.146 0.04
P -3.14362 -1.72703 -1.45446 -1.222 -0.141 0.000 0.01
O 0.18758 -3.87115 0.16518 0.310 -1.929 0.819 0.16
O -1.61325 -1.33683 1.04762 0.103 0.374 0.907 0.01
O 0.06680 -0.04744 0.66405 -0.085 -0.072 0.127 0.04
O 0.93240 -2.15427 1.22466 0.982 -0.513 0.952 0.19
N 1.87352 -2.34043 -1.22763 0.452 0.144 0.537 0.00
N 0.16934 1.49147 -1.54838 0.983 -0.165 -0.047 0.15
N 0.02836 -3.14409 1.28768 0.342 -2.110 2.479 0.39
N 2.01910 -4.53611 -1.91106 -0.112 0.553 0.321 0.01
N 1.22177 -1.10799 -1.42200 0.696 -0.090 -0.251 0.10
N 1.58371 1.00310 3.03609 -0.149 -0.582 0.001 0.00
C 3.48810 -0.21316 -1.27022 0.153 -0.180 -0.131 -0.01
C 1.39607 -3.33430 -1.94091 -0.454 -0.519 -1.996 -0.01
C 2.91563 1.05690 3.41760 0.274 0.035 0.119 0.00
C 2.36397 2.44025 -1.52150 -0.050 -0.374 -0.202 0.10
C -5.54545 -2.08113 -0.12965 0.088 0.144 0.035 0.00
C 3.97212 -0.76159 -0.08602 0.053 0.023 -0.019 0.07
C -0.61030 1.84153 2.48333 -0.134 -0.147 0.113 0.00
C 1.82516 3.69530 -1.45057 -0.491 0.066 -0.050 -0.02
C 5.24721 1.64633 3.04062 -0.009 0.034 0.073 0.00
C -4.10122 -0.89166 -3.88047 -0.010 -0.087 0.070 0.00
C -5.57531 0.43413 1.04031 -0.106 0.086 0.088 0.00
C 0.40296 4.41014 2.27169 -0.063 0.042 -0.025 0.00
C -4.57962 -3.20766 -3.38002 0.076 0.099 0.067 0.01
C 1.51476 1.29818 -1.51549 -0.414 0.862 -0.109 0.00
C -0.92655 4.17696 1.96964 -0.068 0.078 0.017 0.00
C -0.88566 -0.35079 1.40681 -0.933 0.816 0.393 0.02
C -1.42472 2.89506 2.10374 0.175 0.039 0.085 0.00
C 0.43211 3.84921 -1.40605 0.364 0.145 -0.068 0.15
C -1.22967 0.47394 2.61661 0.266 -0.009 -0.319 0.00
C 5.60202 1.10394 4.26281 -0.097 -0.074 -0.066 0.00
C -5.29208 -3.30735 -4.56205 -0.079 -0.082 -0.036 0.00
C 3.32576 0.45980 4.61844 0.055 0.140 -0.097 0.00
C 0.75781 2.06244 2.70994 -0.287 0.518 0.070 0.00
C -6.61141 -0.45580 1.27156 0.007 0.028 0.062 0.00
C -4.52612 0.07756 0.20929 0.041 -0.045 -0.135 0.00
C -4.00643 -1.99319 -3.03992 0.449 0.137 0.357 -0.01
C -0.33728 2.70917 -1.48299 -0.027 -0.197 -0.085 -0.06
C 6.22363 -0.49407 -0.87789 0.105 0.016 -0.045 0.02
C -6.59792 -1.71240 0.68457 -0.067 -0.113 -0.009 0.00
C -4.51718 -1.18093 -0.37140 0.403 0.045 -0.250 0.00
C -4.80903 -1.00217 -5.06237 -0.048 0.097 -0.078 0.00
C -5.41449 -2.20486 -5.39359 -0.010 -0.040 -0.035 0.00
C 1.23057 3.37514 2.65440 0.022 -0.161 0.140 0.00
C 2.03742 -0.01446 -1.42470 -0.266 -0.213 -0.061 0.30
C 4.63984 0.48554 5.04442 -0.028 -0.013 -0.016 0.00
C 5.33419 -0.89394 0.10770 -0.033 -0.030 0.120 -0.01
C 3.92615 1.61496 2.62468 -0.039 -0.021 -0.009 0.00
C 5.74300 0.02025 -2.07089 0.236 0.060 -0.029 -0.01
C 4.38222 0.15839 -2.26964 -0.188 -0.132 0.122 0.06
H 3.43385 2.30352 -1.56290 -0.032 0.068 0.000 0.02
H -5.75056 -4.24550 -4.83879 -0.030 -0.067 -0.021 0.00
H -5.58816 1.40658 1.51249 0.001 0.076 0.001 0.00
H -5.48718 -3.06734 -0.56709 -0.166 -0.126 -0.007 0.00
H -2.47150 2.69610 1.92972 -0.170 -0.011 -0.058 0.00
H -1.57463 4.98328 1.66846 -0.082 0.134 -0.050 0.00
H 6.62678 1.13694 4.59857 0.088 -0.003 -0.002 0.00
H 2.46936 4.56179 -1.42213 0.065 0.067 -0.013 0.00
H 2.67119 -4.67713 -1.15414 0.102 0.007 -0.071 0.00
H -3.60566 0.02835 -3.59237 -0.069 0.050 -0.156 0.00
H 3.26363 -1.05999 0.67683 0.059 -0.015 0.035 -0.01
H -4.88616 -0.15504 -5.72794 -0.023 0.064 -0.047 0.00
H -7.42778 -0.17705 1.92097 -0.073 0.041 0.048 0.00
H 5.70446 -1.29661 1.03856 0.046 -0.059 0.109 0.00
H 1.12060 0.14618 3.30512 0.084 0.158 -0.050 0.00
H -5.97841 -2.28918 -6.31055 -0.021 -0.001 -0.098 0.00
H 4.00400 0.54884 -3.20241 -0.053 0.078 -0.104 0.01
H -1.42370 2.73402 -1.50460 -0.028 0.195 0.047 0.00
H 5.98951 2.07995 2.38848 0.033 0.063 -0.048 0.00
H 6.43114 0.32391 -2.84743 0.047 -0.006 -0.045 0.00
H 1.49786 -5.33925 -2.22665 -0.012 0.180 0.068 0.00
H 0.80385 5.40972 2.21406 0.058 0.142 0.013 0.00
H 2.25164 3.58027 2.93263 0.055 0.064 -0.017 0.00
H -0.01998 4.82430 -1.34307 -0.098 0.106 0.038 0.00
H -2.31975 0.52499 2.68083 0.120 0.004 0.074 0.00
H -4.44803 -4.05446 -2.72009 -0.036 -0.126 -0.035 0.00
H 4.90070 0.03049 5.98634 0.000 -0.053 0.091 0.00
H -7.40251 -2.40833 0.86790 -0.086 -0.052 0.049 0.00
H -0.87221 -0.05291 3.50776 -0.117 -0.096 0.005 0.00
H -3.71459 0.76473 0.00170 0.018 0.011 0.057 0.00
H 7.29053 -0.58291 -0.71825 0.006 -0.031 0.001 0.00
```
Forces are in eV/Å.

As for the HOMO energy (spin up / spin down): -0.2192 / -0.2867 Eh. As for the expectation value of S²: 2.04. The LUMO energy (spin up / spin down) comes out at -0.371 / -1.674 eV. The calculation puts the total energy at -235761.3358 eV. As for the multiplicity: 3. The largest force on an atom is 4.47 eV/Å. As for the relative energy (zero: lowest compared OMol25 entry of this formula, charge and spin): 175.49 kJ/mol.

=====

Record 2
The following is a DFT calculation (the ωB97M-V functional and the def2-TZVPD basis) of a molecular structure, C39H32CdFN5O3PS2 in a non-equilibrium geometry.

Structure (XYZ):
```
84
Properties=species:S:1:pos:R:3:forces:R:3:mulliken_charge:R:1
Cd -2.20122 0.93704 -1.18467 -0.067 0.945 0.819 0.49
S -0.66240 1.99699 0.80148 1.314 -0.928 -0.233 -0.48
S -3.45445 2.74535 0.41290 0.295 -0.407 -0.049 -0.48
P -4.50543 -1.33982 0.27788 1.408 -0.781 -0.030 -0.05
F 3.48402 -1.21781 2.22593 -0.675 0.328 0.135 -0.37
O 0.29542 -0.25840 -1.62607 1.275 0.967 0.347 -0.65
O -1.12189 1.90327 -2.97529 -0.056 0.742 -0.720 -0.55
O 0.31557 3.20946 -4.18180 -0.721 0.429 -0.474 -0.77
N 7.79499 0.39931 3.25265 -2.323 0.054 0.728 -0.51
N -0.10747 4.32893 4.11770 1.470 0.384 1.052 -0.64
N -4.03061 5.21394 2.96593 0.319 -0.672 0.180 -0.58
N 5.78065 0.28565 1.81839 -2.557 -1.025 0.803 0.15
N 3.49637 2.33773 -1.95987 -2.238 -1.132 -0.270 0.33
C -2.19059 -1.35394 -3.13722 0.616 -0.332 -1.294 0.16
C 7.56499 -0.98969 2.85405 2.698 -0.126 -0.543 -0.59
C 1.20608 1.68024 -2.63346 -0.524 1.067 0.037 0.32
C 6.62311 0.78593 4.11987 1.196 -0.592 -1.512 -0.75
C -2.00054 3.68072 2.52196 -0.358 -0.727 -0.881 -0.01
C -3.17360 4.44896 2.79878 -0.051 0.845 -0.194 -0.09
C -8.06793 0.36302 0.68050 -2.717 1.124 2.861 -0.46
C 4.89828 3.49877 -3.65913 -0.431 -1.404 -0.459 -0.84
C -6.99662 -0.44120 0.94173 1.651 0.780 -1.939 -0.68
C -2.95514 -3.57513 -2.84194 0.397 0.274 -0.697 -0.51
C 3.39114 -0.30060 1.21409 0.998 -0.972 -0.607 0.54
C -5.32062 -5.77006 1.36764 -0.199 -0.256 -0.296 -0.23
C -4.06668 -5.14442 1.54210 0.937 -2.445 -0.157 -0.44
C -4.97108 -3.03017 0.82441 1.246 -1.711 0.206 0.06
C 4.65157 1.18078 -0.19064 0.077 -0.108 0.155 -0.75
C 5.40109 0.84470 3.24103 0.461 0.397 -1.602 -0.46
C 1.15964 0.62260 -1.69762 -0.267 -2.104 0.904 0.93
C -7.39717 0.82850 -1.52632 -0.512 0.696 -0.227 -0.50
C -6.41071 -5.07074 0.92254 1.160 1.836 -0.105 -0.91
C 6.31668 -1.12416 1.96456 0.738 0.813 -0.017 -0.64
C -3.82794 -3.84449 1.28240 -0.963 2.914 -0.688 -0.29
C 3.53047 1.34439 -1.00484 -0.031 0.490 0.373 0.08
C 2.30305 2.42966 -2.69095 1.276 1.018 0.023 -0.72
C -2.18637 -2.68162 -3.56369 -0.136 0.414 0.820 -0.77
C -6.06001 -0.58629 -0.11683 -1.244 -0.380 -0.539 0.81
C 4.59026 0.35889 0.90191 -0.233 0.015 0.654 -0.33
C 4.59025 3.13674 -2.26427 2.603 1.506 -0.041 -0.17
C -6.34802 -0.07997 -1.39106 -0.036 0.585 0.218 -0.30
C -2.83166 -0.94501 -2.00374 -1.047 0.590 1.825 -0.95
C -8.26078 1.10096 -0.47564 0.155 -0.933 -0.548 -0.54
C -0.89574 3.99498 3.36120 -1.483 -0.720 -1.243 0.20
C -6.17228 -3.70062 0.60793 -0.881 0.228 0.106 0.07
C -0.02124 2.35828 -3.37129 0.567 -1.637 0.892 -0.10
C 2.38710 0.57419 -0.75733 -0.899 -0.005 -0.855 0.48
C 2.33092 -0.27652 0.33271 -1.134 -0.356 0.844 -1.25
C -3.76892 -3.14376 -1.83554 -1.327 -0.448 1.724 0.07
C -2.00307 2.82144 1.37355 -1.237 1.539 0.677 0.56
C 5.75544 2.46156 -2.96764 -2.262 -0.069 -0.688 -0.63
C -3.67399 -1.82910 -1.31123 -0.263 -1.000 -0.877 0.93
H 4.64512 0.20971 3.65182 -0.701 -0.271 -0.293 0.38
H -3.20841 -5.83099 1.71064 -0.601 0.607 0.213 0.27
H 6.88678 1.73350 4.46426 0.027 1.610 0.946 0.39
H -7.39548 -5.48236 0.75706 0.095 -0.231 -0.059 0.40
H 6.52581 0.82412 1.40706 0.320 0.575 0.113 0.52
H -2.79510 -3.36054 1.29773 -1.553 -0.828 0.174 0.25
H -7.01781 -3.19059 0.12660 0.458 0.187 0.334 0.26
H 1.35416 -0.82866 0.48982 1.379 0.548 -0.114 0.44
H -9.11710 1.76806 -0.62144 0.463 -0.206 0.283 0.37
H 6.44979 0.10814 4.94514 0.162 -0.294 0.300 0.34
H -7.58069 1.43102 -2.41737 0.383 -0.553 -0.187 0.32
H -5.72631 -0.29279 -2.26149 0.109 0.058 0.435 0.40
H 7.57223 -1.61048 3.75398 -0.435 -0.397 -0.238 0.37
H 6.59525 -1.42637 0.95000 -0.263 -0.219 0.283 0.43
H 4.96244 4.00100 -1.71429 -0.984 -0.432 1.303 0.21
H -4.45550 -3.92157 -1.40453 0.757 0.986 -0.209 0.19
H -5.43126 -6.84270 1.40930 0.316 -0.215 0.522 0.33
H 8.52645 -1.20861 2.28879 -1.352 -0.417 0.389 0.30
H 5.55923 1.69347 -0.41035 0.487 0.515 -0.137 0.49
H -2.87457 -4.61065 -3.07387 -0.309 -0.764 -0.236 0.41
H 2.20633 3.25005 -3.38535 0.365 0.277 -0.054 0.78
H 6.77004 2.64765 -2.82067 1.368 0.364 0.572 0.37
H 5.35822 4.44381 -3.73752 0.204 0.947 -0.444 0.26
H 5.01428 1.85392 3.05606 0.066 -0.329 0.114 0.51
H -1.57185 -3.09066 -4.33902 0.347 0.272 -0.536 0.37
H 5.45309 1.45545 -3.14727 0.314 -0.705 -0.474 0.28
H 8.57557 0.43658 3.86865 0.933 -0.029 0.154 0.29
H -6.69165 -0.76893 1.91303 -0.384 -0.328 0.503 0.49
H 4.16338 3.21837 -4.39765 0.289 -0.030 -0.332 0.36
H -8.82279 0.54507 1.53194 1.205 -0.345 -1.276 0.18
H -1.65692 -0.56627 -3.64287 0.461 -0.192 -0.427 0.40
H 5.54433 -1.75715 2.39409 0.092 0.132 -0.219 0.44
```
Forces are in eV/Å.

As for the HOMO energy: -0.1386 Eh. The LUMO energy comes out at 0.593 eV. Its charge is -1. The calculation puts the total energy at -92793.0077 eV. The largest force on an atom is 4.10 eV/Å. As for the relative energy (zero: lowest compared OMol25 entry of this formula, charge and spin): 225.93 kJ/mol.

=====

- Look up the largest force on an atom of the second one.
  4.10 eV/Å

=====

- Which of these has the lowest largest force on an atom?
  C39H32CdFN5O3PS2

=====

- Which of these has the highest largest force on an atom?
  C39H31Cl2N6O4PSSe2W

=====

- Which of these has the lowest relative energy (zero: lowest compared OMol25 entry of this formula, charge and spin)?
  C39H31Cl2N6O4PSSe2W